Entry 1:
Entry from the OMol25 dataset: a molecular structure, C33H42BrIN3O2PSTc (ωB97M-V/def2-TZVPD).

XYZ file:
```
85
Properties=species:S:1:pos:R:3:mulliken_spin:R:1
I -0.642 -1.851 -2.076 0.016
Tc -0.279 -0.459 0.169 0.725
Br 0.519 -3.765 -4.636 0.000
S 2.139 -1.828 1.024 -0.025
P -2.729 -0.227 2.434 -0.011
O 0.799 -2.222 1.507 0.033
O 2.792 -2.697 0.100 0.012
N 0.214 1.303 -0.827 0.015
N 1.696 -0.414 0.336 0.018
N -1.704 -0.273 1.134 0.192
C -1.654 0.006 3.949 -0.013
C -4.440 -2.051 3.727 0.001
C 3.216 -1.481 2.354 0.004
C -4.654 -1.872 1.252 0.001
C 4.951 -0.911 4.402 0.001
C -3.036 2.532 2.263 -0.002
C -0.103 -4.447 -0.565 -0.002
C -3.660 -1.847 2.421 0.016
C 0.291 -5.768 -0.426 0.001
C 4.251 2.174 -0.551 -0.001
C 3.740 0.965 -0.028 0.007
C 3.438 3.096 -1.146 0.004
C -4.307 1.191 0.605 0.006
C 5.359 -1.742 3.368 -0.001
C 3.674 -0.360 4.410 0.000
C -0.197 3.364 -1.955 -0.006
C -0.492 0.965 3.652 0.015
C 1.127 3.716 -1.867 -0.001
C -2.675 -3.000 2.179 0.011
C -1.030 -1.338 4.349 0.006
C -3.839 1.238 2.074 0.016
C 0.430 -4.551 -2.926 -0.002
C -0.026 -3.857 -1.813 -0.001
C 0.750 -6.477 -1.526 -0.001
C -2.478 0.550 5.124 -0.003
C 2.048 2.841 -1.257 0.001
C 0.821 -5.874 -2.771 0.001
C 1.544 1.638 -0.737 0.012
C -5.060 1.256 3.002 0.000
C 2.400 0.702 -0.112 -0.029
C -0.618 2.139 -1.435 -0.007
C 4.490 -2.033 2.327 0.001
C 2.795 -0.643 3.381 0.003
H 6.352 -2.166 3.371 0.000
H -5.112 -1.221 3.945 0.000
H -2.129 2.542 1.656 -0.002
H -5.657 2.132 2.746 -0.001
H 5.634 -0.689 5.209 0.000
H 1.800 -0.224 3.368 -0.010
H -3.234 -3.931 2.281 0.001
H -3.327 -0.084 5.368 0.000
H 3.370 0.290 5.218 0.000
H -2.779 2.722 3.301 0.000
H 1.174 -6.423 -3.632 0.000
H -5.201 0.589 0.479 0.000
H -0.920 4.009 -2.430 0.000
H 0.178 0.942 4.512 0.000
H -2.831 1.564 4.955 0.000
H -1.829 0.576 6.001 0.000
H -0.433 -1.768 3.547 -0.005
H 4.414 0.252 0.430 0.001
H -0.372 -1.149 5.199 0.000
H -3.793 -2.211 4.586 0.001
H -2.293 -2.957 1.157 -0.005
H -5.060 -2.882 1.194 0.000
H -4.175 -1.656 0.298 0.000
H -1.836 -3.034 2.863 0.000
H 1.475 4.658 -2.271 0.000
H -5.695 0.384 2.868 0.000
H 1.054 -7.508 -1.419 0.000
H -4.793 1.339 4.053 0.000
H -4.557 2.206 0.302 0.001
H 0.086 0.655 2.777 0.003
H -3.539 0.821 -0.074 -0.002
H -3.666 3.358 1.935 0.000
H 4.782 -2.679 1.513 0.000
H -5.493 -1.197 1.398 0.000
H 0.239 -6.239 0.545 0.000
H 3.839 4.017 -1.543 0.000
H -0.800 1.994 3.514 0.000
H 5.312 2.361 -0.474 0.000
H -1.652 1.825 -1.514 -0.001
H -0.436 -3.885 0.293 0.007
H -5.054 -2.944 3.614 -0.001
H -1.764 -2.069 4.675 0.001
```

The value obtained for the energy above the lowest of the compared OMol25 structures with the same formula, charge and spin is 0.00 kJ/mol. As for the spin multiplicity: 2. The calculated total energy comes out at -5288.984246 Eh. Its net charge is +2. As for the HOMO energy (spin up / spin down): -13.412 / -13.723 eV.

---

Entry 2:
Entry from the OMol25 dataset: a molecular structure, C33H42CaN7O4S2 in a non-equilibrium geometry (ωB97M-V/def2-TZVPD).

XYZ file:
```
89
Properties=species:S:1:pos:R:3:mulliken_charge:R:1
Ca -0.272 -0.494 0.545 2.408
S -0.903 -0.292 3.130 1.021
S -3.220 -0.005 1.764 0.381
O -0.854 0.859 2.208 -0.673
O -2.494 -0.534 3.303 -0.411
O -0.397 -1.492 2.474 -0.615
O -0.378 -0.036 4.433 -0.648
N 2.363 -0.713 -2.158 0.716
N -1.962 1.415 -1.566 1.265
N -2.663 -0.781 0.557 0.309
N 0.448 2.772 -0.273 1.262
N -4.296 -2.560 0.590 0.090
N -0.816 -2.404 -0.669 0.062
N 1.982 -0.113 0.746 0.111
C -5.694 -0.084 2.925 -0.454
C 3.171 -0.163 0.051 -0.585
C -7.355 -1.720 2.417 -0.443
C -6.479 -2.377 1.577 -0.958
C -6.979 -0.568 3.106 -0.868
C 0.541 3.472 1.001 -1.258
C 2.200 -0.493 -4.553 0.092
C -0.206 -4.458 -1.788 -0.880
C -5.161 -1.910 1.398 0.205
C -1.476 -5.003 -1.493 -0.518
C 2.622 1.986 -4.387 -1.252
C -2.393 -4.269 -0.807 -1.563
C 2.619 -1.235 -3.429 -0.363
C -4.800 -0.743 2.100 0.562
C -2.206 0.311 -2.493 -1.021
C 4.242 0.205 0.881 -0.994
C -2.083 -2.920 -0.387 0.494
C 3.314 -0.542 -1.316 0.056
C 3.195 -2.509 -3.625 0.524
C 3.371 -2.977 -4.925 -0.436
C 0.046 -3.182 -1.338 -0.292
C 2.405 -0.990 -5.831 -0.333
C -1.129 2.441 -2.169 -0.131
C 1.577 0.864 -4.354 0.919
C 5.096 -3.554 -2.305 -1.342
C -3.226 1.980 -1.124 -1.450
C -0.538 3.393 -1.137 -1.416
C 2.996 -2.231 -6.028 -1.060
C 3.579 -3.426 -2.482 -0.517
C 1.748 2.694 -0.922 -1.241
C 3.688 0.539 2.115 -1.174
C 2.310 0.320 1.981 -0.403
C -2.987 -2.111 0.244 -0.323
H 5.285 0.246 0.596 0.482
H 0.545 -5.015 -2.331 0.385
H 3.162 -4.416 -2.682 0.424
H -3.862 1.187 -0.740 0.473
H 3.135 -3.081 -1.550 0.231
H -8.360 -2.107 2.533 0.376
H -2.726 0.649 -3.406 0.358
H -4.647 -3.360 0.098 0.180
H 1.013 -2.729 -1.516 0.459
H -1.340 3.785 -0.510 0.492
H 3.143 -2.617 -7.029 0.357
H 0.825 1.040 -5.126 0.710
H -5.368 0.816 3.439 0.418
H 2.073 3.679 -1.301 0.300
H 1.570 0.447 2.753 0.426
H 4.205 0.888 2.998 0.436
H 0.787 4.540 0.872 0.394
H -0.316 1.949 -2.706 -0.495
H -3.353 -4.707 -0.559 0.273
H 1.724 1.988 -1.755 0.142
H 2.488 2.333 -0.213 0.416
H -0.401 3.386 1.543 0.266
H 1.083 0.863 -3.384 -1.641
H 3.397 1.800 -3.638 0.259
H -3.755 2.480 -1.953 0.308
H -3.072 2.705 -0.323 0.204
H 4.357 -0.624 -1.651 0.290
H -1.261 -0.156 -2.778 0.082
H 5.538 -2.591 -2.042 0.292
H 5.565 -3.893 -3.231 0.356
H 5.339 -4.268 -1.514 0.411
H -0.103 4.254 -1.672 0.403
H 1.315 3.009 1.611 0.243
H 2.084 -0.399 -6.683 0.441
H 3.103 2.031 -5.367 0.393
H -6.791 -3.269 1.045 0.386
H -1.714 -6.013 -1.807 0.393
H 2.169 2.960 -4.179 0.338
H 3.797 -3.966 -5.071 0.453
H -7.672 -0.059 3.762 0.381
H -2.814 -0.449 -2.000 0.228
H -1.702 3.033 -2.903 0.423
```

The value obtained for the energy above the lowest of the compared OMol25 structures with the same formula, charge and spin is 283.28 kJ/mol. The calculated total energy comes out at -3441.069221 Eh. Its net charge is -1. As for the HOMO energy: -2.871 eV.

---

Entry 3:
Entry from the OMol25 dataset: a molecular structure, C33H42Cl3N2O9S6SiSn (ωB97M-V/def2-TZVPD).

XYZ file:
```
97
Properties=species:S:1:pos:R:3:mulliken_charge:R:1
Sn 0.927 -1.759 -0.075 0.934
Cl -1.416 -3.701 -0.181 -0.149
Cl -4.834 -4.812 3.835 -0.253
Cl -0.812 -1.330 4.635 -0.238
S 2.172 -4.188 -0.192 -0.362
S 4.648 -3.479 -3.694 -0.067
S 3.135 -1.438 -2.082 0.009
S 3.842 -5.715 -2.096 -0.118
S 5.658 -6.190 -4.404 -0.265
S 3.040 -1.387 2.132 1.283
Si -2.095 1.504 -1.583 -2.541
O 3.608 -0.021 2.287 -0.799
O 0.117 4.303 4.551 -0.666
O -0.033 -2.016 1.875 0.206
O 3.855 2.097 -0.834 -0.734
O -1.019 0.972 -0.385 1.709
O 4.868 2.889 0.889 -0.708
O 1.824 0.523 -0.069 0.252
O -1.816 0.740 1.702 -0.646
O 2.120 5.006 4.212 -0.674
N 1.176 4.283 3.944 1.068
N 3.873 2.462 0.326 1.361
C -0.914 1.578 -3.083 2.729
C -1.690 4.143 -0.508 -1.614
C 3.602 -3.118 -2.335 -0.162
C 0.160 2.657 -2.853 -2.148
C -3.032 -1.011 -2.595 -1.904
C 2.494 3.301 2.122 -0.242
C 4.595 -0.769 -1.233 -0.134
C -0.927 1.068 0.962 -0.139
C 4.776 -5.180 -3.453 0.130
C -1.619 -2.450 3.582 0.741
C -0.154 0.243 -3.264 -2.379
C 3.206 -4.165 -1.583 0.161
C 2.562 -2.022 3.748 -0.132
C 1.598 1.484 0.715 0.302
C -1.648 1.890 -4.400 -1.795
C -1.119 -2.625 2.273 -1.698
C 4.422 -2.580 1.977 -0.729
C -4.721 0.794 -2.514 -2.026
C 2.616 2.427 1.074 -0.570
C 4.424 -3.473 3.219 -0.822
C -3.461 3.960 -2.225 -1.914
C -3.831 3.051 0.070 -1.854
C 1.315 3.344 2.846 -1.007
C -2.791 3.216 -1.058 2.719
C -3.430 -3.969 3.232 0.417
C 2.979 -3.483 3.729 -0.442
C 0.345 1.691 1.410 0.037
C 0.240 2.545 2.482 -0.261
C -1.903 -3.485 1.477 1.180
C -3.498 0.210 -1.785 3.077
C -3.951 -0.325 -0.415 -1.534
C -3.026 -4.154 1.927 -0.974
C -2.736 -3.106 4.061 -0.777
H 4.226 -3.167 1.081 0.026
H -4.746 2.570 -0.276 0.313
H -0.250 3.665 -2.929 0.267
H -2.122 2.871 -4.394 0.290
H -2.157 5.071 -0.159 0.549
H -2.423 1.151 -4.621 0.272
H -4.102 4.044 0.448 0.606
H 0.683 0.404 -3.954 0.655
H -3.059 -2.938 5.079 0.442
H -4.780 -1.027 -0.569 0.649
H 5.480 -0.948 -1.841 0.573
H 3.130 -1.421 4.462 0.576
H 2.879 -3.951 4.708 0.448
H 1.494 -1.861 3.873 -0.821
H -0.950 4.410 -1.259 0.213
H 4.770 -4.478 2.979 0.403
H 0.935 2.561 -3.621 0.551
H -5.210 1.580 -1.941 0.307
H 3.316 3.951 2.378 0.663
H -3.818 -1.776 -2.562 0.614
H -3.574 -4.807 1.261 0.458
H 0.275 -0.105 -2.318 0.319
H -0.774 -0.545 -3.678 0.188
H -4.242 3.376 -2.714 0.276
H 4.704 -1.225 -0.258 -0.180
H -0.929 1.871 -5.227 0.516
H -4.463 1.202 -3.496 0.295
H -4.289 0.458 0.261 0.213
H 5.314 -1.970 1.843 0.506
H 0.652 2.547 -1.881 0.477
H -2.734 4.256 -2.982 0.311
H -3.147 -0.856 0.093 0.080
H 5.085 -3.063 3.984 0.309
H 4.425 0.306 -1.118 -0.035
H -3.448 2.472 0.911 0.181
H -3.924 4.877 -1.841 0.517
H -2.856 -0.769 -3.644 0.308
H -1.157 3.708 0.337 0.333
H 2.347 -4.034 3.026 0.127
H -0.697 2.623 3.017 0.609
H -2.124 -1.457 -2.184 0.197
H -5.457 -0.004 -2.670 0.566
```

The value obtained for the energy above the lowest of the compared OMol25 structures with the same formula, charge and spin is 0.00 kJ/mol. The calculated total energy comes out at -6342.906212 Eh. Its net charge is -1. As for the HOMO energy: -5.585 eV.